[1]
Computed, not measured: a cluster of 6 separate species, C40H90ClN5 in total at a distorted geometry, with the ωB97M-V functional and the def2-TZVPD basis.

Each atom is followed by the atoms it is bonded to, with distances in Å.
Cartesian coordinates (Å):
1 C 2.764 5.996 -0.290  C2 1.484, H10 1.068, H11 1.058, H12 1.106
2 C 1.911 5.615 -1.443  C1 1.484, C3 1.505, H13 1.061, H14 1.131
3 C 2.342 4.303 -2.043  C2 1.505, N4 1.457, H15 1.059, H16 1.070
4 N 1.484 3.756 -3.085  C3 1.457, C5 1.505, C6 1.582, C9 1.549
5 C 0.150 3.337 -2.529  N4 1.505, H17 1.115, H18 1.079, H19 1.089
6 C 1.201 4.796 -4.244  N4 1.582, C7 1.531, H20 1.093, H21 1.113
7 C 0.776 3.927 -5.430  C6 1.531, C8 1.573, H22 1.068, H23 1.095
8 C 1.162 2.449 -5.054  C7 1.573, C9 1.519, H24 1.070, H25 1.037
9 C 2.080 2.547 -3.848  N4 1.549, C8 1.519, H26 1.085, H27 1.074
10 H 2.837 5.278 0.499  C1 1.068
11 H 2.451 6.893 0.174  C1 1.058
12 H 3.831 6.060 -0.571  C1 1.106
13 H 1.952 6.352 -2.205  C2 1.061
14 H 0.814 5.536 -1.184  C2 1.131
15 H 2.473 3.617 -1.247  C3 1.059
16 H 3.241 4.473 -2.599  C3 1.070
17 H 0.183 2.325 -2.061  C5 1.115
18 H -0.548 3.245 -3.346  C5 1.079
19 H -0.229 4.052 -1.800  C5 1.089
20 H 0.418 5.443 -3.840  C6 1.093
21 H 2.128 5.376 -4.454  C6 1.113
22 H -0.257 4.105 -5.633  C7 1.068
23 H 1.398 4.264 -6.267  C7 1.095
24 H 0.217 1.992 -4.848  C8 1.070
25 H 1.619 2.087 -5.911  C8 1.037
26 H 2.353 1.732 -3.185  C9 1.085
27 H 3.005 2.925 -4.242  C9 1.074
28 C -4.745 2.925 -3.113  C29 1.528, H37 1.062, H38 1.136, H39 1.073
29 C -4.460 1.499 -2.642  C28 1.528, C30 1.546, H40 1.097, H41 1.116
30 C -5.533 0.568 -3.251  C29 1.546, N31 1.549, H42 1.070, H43 1.071
31 N -5.766 -0.761 -2.489  C30 1.549, C32 1.497, C33 1.531, C36 1.482
32 C -4.475 -1.509 -2.369  N31 1.497, H44 1.078, H45 1.123, H46 1.077
33 C -6.782 -1.665 -3.191  N31 1.531, C34 1.503, H47 1.081, H48 1.084
34 C -7.222 -2.588 -2.089  C33 1.503, C35 1.580, H49 1.109, H50 1.121
35 C -7.239 -1.709 -0.776  C34 1.580, C36 1.548, H51 1.074, H52 1.109
36 C -6.380 -0.482 -1.169  N31 1.482, C35 1.548, H53 1.108, H54 1.089
37 H -5.754 3.245 -3.026  C28 1.062
38 H -4.580 2.927 -4.237  C28 1.136
39 H -4.018 3.617 -2.732  C28 1.073
40 H -4.425 1.514 -1.546  C29 1.097
41 H -3.426 1.182 -2.918  C29 1.116
42 H -5.142 0.295 -4.209  C30 1.070
43 H -6.507 0.998 -3.370  C30 1.071
44 H -4.699 -2.452 -1.896  C32 1.078
45 H -3.762 -0.881 -1.770  C32 1.123
46 H -4.194 -1.790 -3.371  C32 1.077
47 H -6.254 -2.039 -4.057  C33 1.081
48 H -7.536 -0.964 -3.529  C33 1.084
49 H -6.481 -3.407 -1.988  C34 1.109
50 H -8.214 -3.075 -2.275  C34 1.121
51 H -6.863 -2.191 0.107  C35 1.074
52 H -8.291 -1.497 -0.497  C35 1.109
53 H -5.594 -0.261 -0.420  C36 1.108
54 H -6.994 0.393 -1.376  C36 1.089
55 C 3.107 -5.153 -0.640  C56 1.507, H64 1.108, H65 1.081, H66 1.101
56 C 3.066 -5.560 -2.091  C55 1.507, C57 1.491, H67 1.115, H68 1.098
57 C 3.816 -6.844 -2.208  C56 1.491, N58 1.500, H69 1.076, H70 1.090
58 N 4.125 -7.364 -3.580  C57 1.500, C59 1.499, C60 1.524, C63 1.517
59 C 5.055 -6.540 -4.420  N58 1.499, H71 1.082, H72 1.077, H73 1.097
60 C 2.886 -7.788 -4.360  N58 1.524, C61 1.527, H74 1.082, H75 1.100
61 C 3.203 -9.156 -4.959  C60 1.527, C62 1.494, H76 1.084, H77 1.067
62 C 4.660 -9.413 -4.754  C61 1.494, C63 1.552, H78 1.062, H79 1.088
63 C 4.905 -8.656 -3.422  N58 1.517, C62 1.552, H80 1.097, H81 1.091
64 H 2.784 -5.999 -0.002  C55 1.108
65 H 2.495 -4.267 -0.552  C55 1.081
66 H 4.133 -4.894 -0.337  C55 1.101
67 H 3.543 -4.772 -2.719  C56 1.115
68 H 2.036 -5.645 -2.460  C56 1.098
69 H 3.381 -7.643 -1.633  C57 1.076
70 H 4.787 -6.655 -1.749  C57 1.090
71 H 4.650 -5.607 -4.787  C59 1.082
72 H 5.396 -7.105 -5.272  C59 1.077
73 H 5.964 -6.363 -3.832  C59 1.097
74 H 2.666 -6.986 -5.053  C60 1.082
75 H 2.073 -7.938 -3.635  C60 1.100
76 H 2.965 -9.117 -6.016  C61 1.084
77 H 2.629 -9.926 -4.493  C61 1.067
78 H 5.289 -9.052 -5.530  C62 1.062
79 H 4.977 -10.436 -4.564  C62 1.088
80 H 5.930 -8.394 -3.129  C63 1.097
81 H 4.434 -9.251 -2.639  C63 1.091
82 C 2.075 -2.908 3.728  C83 1.525, H91 1.114, H92 1.078, H93 1.099
83 C 0.774 -2.328 4.272  C82 1.525, C84 1.465, H94 1.064, H95 1.062
84 C -0.281 -2.485 3.268  C83 1.465, N85 1.470, H96 1.070, H97 1.114
85 N -1.625 -1.970 3.568  C84 1.470, C86 1.509, C87 1.502, C90 1.523
86 C -2.316 -2.828 4.599  N85 1.509, H98 1.082, H99 1.067, H100 1.111
87 C -1.621 -0.521 3.963  N85 1.502, C88 1.568, H101 1.119, H102 1.122
88 C -3.122 -0.203 3.639  C87 1.568, C89 1.492, H103 1.045, H104 1.078
89 C -3.534 -1.084 2.507  C88 1.492, C90 1.472, H105 1.095, H106 1.104
90 C -2.402 -1.991 2.258  N85 1.523, C89 1.472, H107 1.058, H108 1.113
91 H 2.914 -2.736 4.440  C82 1.114
92 H 2.268 -2.348 2.828  C82 1.078
93 H 2.087 -3.988 3.522  C82 1.099
94 H 0.831 -1.266 4.307  C83 1.064
95 H 0.522 -2.790 5.195  C83 1.062
96 H -0.317 -3.526 3.024  C84 1.070
97 H 0.007 -1.980 2.318  C84 1.114
98 H -1.622 -2.981 5.415  C86 1.082
99 H -2.556 -3.782 4.186  C86 1.067
100 H -3.256 -2.359 4.960  C86 1.111
101 H -1.402 -0.406 5.054  C87 1.119
102 H -0.929 -0.008 3.244  C87 1.122
103 H -3.710 -0.425 4.475  C88 1.045
104 H -3.296 0.834 3.398  C88 1.078
105 H -4.499 -1.528 2.771  C89 1.095
106 H -3.668 -0.455 1.609  C89 1.104
107 H -2.620 -2.989 1.982  C90 1.058
108 H -1.741 -1.635 1.437  C90 1.113
109 C -1.127 4.417 3.048  C110 1.569, H118 1.122, H119 1.069, H120 1.064
110 C -0.264 4.338 4.356  C109 1.569, C111 1.525, H121 1.115, H122 1.072
111 C 1.074 5.015 4.080  C110 1.525, N112 1.474, H123 1.131, H124 1.113
112 N 2.053 5.138 5.174  C111 1.474, C113 1.515, C114 1.514, C117 1.489
113 C 2.462 3.784 5.717  N112 1.515, H125 1.112, H126 1.120, H127 1.070
114 C 1.415 6.019 6.227  N112 1.514, C115 1.534, H128 1.070, H129 1.068
115 C 2.498 6.883 6.887  C114 1.534, C116 1.560, H130 1.079, H131 1.092
116 C 3.823 6.523 6.145  C115 1.560, C117 1.541, H132 1.062, H133 1.100
117 C 3.290 5.897 4.842  N112 1.489, C116 1.541, H134 1.098, H135 1.080
118 H -0.498 4.223 2.140  C109 1.122
119 H -1.426 5.441 2.981  C109 1.069
120 H -2.035 3.865 3.000  C109 1.064
121 H -0.071 3.312 4.746  C110 1.115
122 H -0.693 4.826 5.208  C110 1.072
123 H 0.927 6.041 3.627  C111 1.131
124 H 1.656 4.458 3.312  C111 1.113
125 H 2.949 3.097 4.991  C113 1.112
126 H 1.554 3.345 6.205  C113 1.120
127 H 3.246 3.903 6.437  C113 1.070
128 H 0.859 5.459 6.948  C114 1.070
129 H 0.642 6.595 5.766  C114 1.068
130 H 2.554 6.735 7.954  C115 1.079
131 H 2.346 7.959 6.790  C115 1.092
132 H 4.466 5.923 6.739  C116 1.062
133 H 4.400 7.433 5.924  C116 1.100
134 H 4.053 5.238 4.407  C117 1.098
135 H 2.977 6.650 4.135  C117 1.080
136 Cl -1.466 0.322 -0.038  no bonds

Summary:
energy above the lowest of the compared OMol25 structures with the same formula, charge and spin	0.0	kcal per mole
charge	+4
gap between HOMO and LUMO	8.6	eV
E_HOMO	-15.4	eV
F_max	3.2	eV/A
electronic energy	-62879.1290	eV

---

[2]
Computed, not measured: a cluster of 15 separate species, C40H90N14O18 in total at a distorted geometry, with the ωB97M-V functional and the def2-TZVPD basis.

Each atom is followed by the atoms it is bonded to, with distances in Å.
Cartesian coordinates (Å):
1 C 15.545 11.409 15.437  N2 1.476, H8 1.090, H9 1.085, H10 1.099
2 N 16.602 10.687 14.701  C1 1.476, C3 1.522, C4 1.521, C5 1.494
3 C 16.574 11.007 13.213  N2 1.522, H11 1.088, H12 1.056, H13 1.096
4 C 17.943 11.056 15.318  N2 1.521, H14 1.066, H15 1.053, H16 1.081
5 C 16.479 9.207 14.864  N2 1.494, C6 1.549, H17 1.119, H18 1.092
6 C 17.276 8.370 13.832  C5 1.549, O7 1.408, H19 1.097, H20 1.081
7 O 18.651 8.667 13.909  C6 1.408, H21 0.956
8 H 15.481 10.965 16.430  C1 1.090
9 H 14.557 11.242 15.020  C1 1.085
10 H 15.773 12.484 15.458  C1 1.099
11 H 15.581 10.772 12.836  C3 1.088
12 H 17.354 10.439 12.785  C3 1.056
13 H 16.696 12.080 13.029  C3 1.096
14 H 18.807 10.807 14.744  C4 1.066
15 H 18.097 10.551 16.229  C4 1.053
16 H 17.892 12.125 15.466  C4 1.081
17 H 15.405 8.999 14.633  C5 1.119
18 H 16.685 9.031 15.922  C5 1.092
19 H 16.906 8.507 12.809  C6 1.097
20 H 17.143 7.345 14.150  C6 1.081
21 H 19.108 7.857 13.693  O7 0.956
22 C 7.414 16.932 13.240  N23 1.533, H29 1.081, H30 1.066, H31 1.088
23 N 8.925 17.181 13.307  C22 1.533, C24 1.544, C25 1.466, C26 1.527
24 C 9.676 16.140 12.449  N23 1.544, H32 1.120, H33 1.088, H34 1.106
25 C 9.370 18.496 12.836  N23 1.466, H35 1.075, H36 1.080, H37 1.102
26 C 9.364 17.001 14.759  N23 1.527, C27 1.478, H38 1.095, H39 1.085
27 C 9.063 18.080 15.723  C26 1.478, O28 1.429, H40 1.079, H41 1.101
28 O 7.771 18.679 15.612  C27 1.429, H42 0.951
29 H 7.178 17.133 12.204  C22 1.081
30 H 6.871 17.506 13.956  C22 1.066
31 H 7.186 15.870 13.312  C22 1.088
32 H 10.769 16.379 12.491  C24 1.120
33 H 9.334 16.280 11.427  C24 1.088
34 H 9.425 15.143 12.856  C24 1.106
35 H 8.877 19.324 13.312  C25 1.075
36 H 8.963 18.559 11.838  C25 1.080
37 H 10.463 18.599 12.748  C25 1.102
38 H 10.435 16.870 14.572  C26 1.095
39 H 8.901 16.054 15.017  C26 1.085
40 H 9.799 18.868 15.705  C27 1.079
41 H 9.141 17.606 16.714  C27 1.101
42 H 7.503 19.052 16.445  O28 0.951
43 C 14.968 15.231 13.072  C44 1.426, C49 1.359, H53 1.109
44 C 14.504 15.203 14.420  C43 1.426, C45 1.588, O52 1.237
45 C 13.450 16.294 14.888  C44 1.588, O46 1.250, C47 1.406
46 O 13.055 16.367 16.072  C45 1.250
47 C 12.922 17.233 13.986  C45 1.406, C48 1.375, H54 1.107
48 C 13.219 17.022 12.660  C47 1.375, C49 1.603, O51 1.254
49 C 14.307 15.966 12.139  C43 1.359, C48 1.603, O50 1.215
50 O 14.516 15.868 10.947  C49 1.215
51 O 12.511 17.613 11.810  C48 1.254
52 O 14.823 14.352 15.260  C44 1.237
53 H 15.778 14.538 12.766  C43 1.109
54 H 12.278 18.026 14.414  C47 1.107
55 O 9.962 19.154 18.313  C56 1.216
56 C 11.088 19.049 18.761  O55 1.216, N57 1.397, C58 1.515
57 N 11.821 20.150 19.208  C56 1.397, H59 1.016, H60 1.021
58 C 11.855 17.758 18.967  C56 1.515, H61 1.110, H62 1.119, H63 1.115
59 H 12.625 19.984 19.806  N57 1.016
60 H 11.350 21.047 19.338  N57 1.021
61 H 11.088 16.976 18.781  C58 1.110
62 H 12.311 17.664 19.985  C58 1.119
63 H 12.611 17.585 18.166  C58 1.115
64 O 8.916 14.009 15.140  C65 1.212
65 C 9.964 13.431 15.325  O64 1.212, N66 1.340, C67 1.513
66 N 10.007 12.291 16.028  C65 1.340, H68 1.001, H69 1.003
67 C 11.255 13.896 14.688  C65 1.513, H70 1.095, H71 1.094, H72 1.112
68 H 10.801 11.685 15.949  N66 1.001
69 H 9.262 12.109 16.675  N66 1.003
70 H 11.929 13.045 14.551  C67 1.095
71 H 11.848 14.569 15.314  C67 1.094
72 H 11.236 14.415 13.705  C67 1.112
73 O 12.514 13.442 8.461  C74 1.223
74 C 11.805 14.411 8.231  O73 1.223, N75 1.401, C76 1.465
75 N 11.956 15.620 8.923  C74 1.401, H77 1.034, H78 1.024
76 C 10.687 14.327 7.290  C74 1.465, H79 1.099, H80 1.115, H81 1.093
77 H 12.770 15.669 9.560  N75 1.034
78 H 11.404 16.416 8.590  N75 1.024
79 H 9.842 14.794 7.815  C76 1.099
80 H 10.484 13.263 7.025  C76 1.115
81 H 10.929 14.842 6.357  C76 1.093
82 O 19.222 16.787 13.701  C83 1.237
83 C 18.758 15.726 14.136  O82 1.237, N84 1.342, C85 1.523
84 N 18.233 15.652 15.368  C83 1.342, H86 1.001, H87 1.004
85 C 18.777 14.469 13.276  C83 1.523, H88 1.105, H89 1.073, H90 1.102
86 H 18.325 16.445 15.973  N84 1.001
87 H 17.679 14.848 15.605  N84 1.004
88 H 18.857 13.537 13.865  C85 1.105
89 H 19.583 14.500 12.567  C85 1.073
90 H 17.949 14.256 12.582  C85 1.102
91 O 19.904 15.457 10.180  C92 1.205
92 C 18.779 15.888 10.153  O91 1.205, N93 1.344, C94 1.526
93 N 17.675 15.126 10.065  C92 1.344, H95 0.994, H96 1.006
94 C 18.585 17.371 10.451  C92 1.526, H97 1.095, H98 1.088, H99 1.064
95 H 17.937 14.171 10.148  N93 0.994
96 H 16.829 15.501 10.459  N93 1.006
97 H 18.426 17.961 9.541  C94 1.095
98 H 19.525 17.672 10.908  C94 1.088
99 H 17.751 17.693 11.028  C94 1.064
100 O 16.722 12.157 10.652  C101 1.203
101 C 15.741 12.132 9.956  O100 1.203, N102 1.337, C103 1.531
102 N 14.696 12.956 10.085  C101 1.337, H104 1.020, H105 1.005
103 C 15.539 11.061 8.881  C101 1.531, H106 1.102, H107 1.092, H108 1.074
104 H 14.804 13.854 10.556  N102 1.020
105 H 14.084 12.985 9.288  N102 1.005
106 H 15.153 10.209 9.464  C103 1.102
107 H 16.472 10.780 8.387  C103 1.092
108 H 14.864 11.377 8.108  C103 1.074
109 O 16.696 19.757 15.879  C110 1.226
110 C 17.359 19.394 14.913  O109 1.226, N111 1.307, C112 1.527
111 N 16.936 18.592 13.971  C110 1.307, H113 1.007, H114 1.016
112 C 18.746 19.989 14.684  C110 1.527, H115 1.074, H116 1.088, H117 1.079
113 H 17.556 18.279 13.242  N111 1.007
114 H 15.975 18.269 13.912  N111 1.016
115 H 19.442 19.363 14.158  C112 1.074
116 H 19.168 20.292 15.640  C112 1.088
117 H 18.657 20.815 13.994  C112 1.079
118 O 12.732 10.747 14.175  C119 1.266
119 C 13.021 11.236 13.044  O118 1.266, N120 1.373, C121 1.469
120 N 13.587 12.482 12.934  C119 1.373, H122 1.018, H123 1.017
121 C 12.702 10.577 11.771  C119 1.469, H124 1.087, H125 1.098, H126 1.092
122 H 13.733 13.060 13.758  N120 1.018
123 H 13.807 12.898 12.032  N120 1.017
124 H 12.727 11.344 11.001  C121 1.087
125 H 11.717 10.105 11.890  C121 1.098
126 H 13.445 9.814 11.529  C121 1.092
127 O 16.515 19.356 8.050  C128 1.204
128 C 15.817 18.734 8.808  O127 1.204, N129 1.360, C130 1.561
129 N 15.479 17.430 8.617  C128 1.360, H131 0.991, H132 1.021
130 C 15.149 19.373 10.065  C128 1.561, H133 1.095, H134 1.096, H135 1.086
131 H 15.810 17.074 7.753  N129 0.991
132 H 14.895 16.969 9.316  N129 1.021
133 H 14.575 18.648 10.652  C130 1.095
134 H 14.472 20.026 9.502  C130 1.096
135 H 15.734 20.054 10.675  C130 1.086
136 O 10.655 19.386 6.720  C137 1.218
137 C 10.802 19.186 7.912  O136 1.218, N138 1.368, C139 1.502
138 N 11.986 18.706 8.402  C137 1.368, H140 1.024, H141 1.047
139 C 9.679 19.250 8.908  C137 1.502, H142 1.069, H143 1.079, H144 1.098
140 H 12.822 18.858 7.831  N138 1.024
141 H 12.018 18.214 9.325  N138 1.047
142 H 9.893 18.702 9.801  C139 1.069
143 H 8.757 18.877 8.492  C139 1.079
144 H 9.419 20.257 9.261  C139 1.098
145 O 11.165 12.065 18.851  C146 1.198
146 C 11.985 12.724 18.277  O145 1.198, N147 1.306, C148 1.526
147 N 12.006 14.028 18.208  C146 1.306, H149 1.000, H150 1.012
148 C 13.249 12.021 17.792  C146 1.526, H151 1.102, H152 1.099, H153 1.106
149 H 11.106 14.414 18.409  N147 1.000
150 H 12.608 14.581 17.611  N147 1.012
151 H 14.098 12.704 17.627  C148 1.102
152 H 13.185 11.471 16.843  C148 1.099
153 H 13.573 11.295 18.561  C148 1.106
154 O 17.517 15.828 17.985  C155 1.225
155 C 16.322 16.093 17.937  O154 1.225, N156 1.351, C157 1.496
156 N 15.728 17.146 17.335  C155 1.351, H158 1.005, H159 1.041
157 C 15.338 15.200 18.623  C155 1.496, H160 1.068, H161 1.075, H162 1.110
158 H 16.219 17.867 16.836  N156 1.005
159 H 14.749 17.004 17.012  N156 1.041
160 H 15.788 14.391 19.156  C157 1.068
161 H 14.683 14.763 17.892  C157 1.075
162 H 14.707 15.873 19.240  C157 1.110

Summary:
gap between HOMO and LUMO	7.6	eV
E_HOMO	-7.9	eV
F_max	3.8	eV/A
electronic energy	-100660.6980	eV

---

Q: Number 1 is which compound?
A: C40H90ClN5

---

Q: What is the F_max in the second record?
A: 3.8 eV/A